# 1
C25H33GdN6SSi2 as an isolated structure. Source: the Open Molecules 2025 dataset; level of theory: wB97M-V/def2-TZVPD.

Output
DFT total energy: -3043.9275 Ha
Frontier orbital gap (spin up / spin down): 5.91 / 6.13 eV
E_HOMO (spin up / spin down): -6.8 / -6.8 eV

```
! RIJCOSX wB97M-V def2-TZVPD def2/J DEFGRID3
* xyz 0 8
Gd 0.924 0.846 0.225
N 2.652 0.644 4.692
C 1.820 0.759 3.632
S 1.930 2.152 2.597
N 0.944 -0.257 3.599
N 0.163 -0.226 2.482
C -0.650 -1.256 2.407
C -0.769 -2.259 3.445
C -1.186 -1.789 4.748
C -1.067 -2.658 5.793
C -0.718 -3.971 5.610
C -0.509 -4.470 4.275
C -0.508 -3.570 3.150
C -1.454 -1.368 1.141
C -2.530 -2.266 0.944
C -3.170 -2.314 -0.283
C -2.730 -1.510 -1.304
C -1.682 -0.587 -1.069
N -1.114 -0.497 0.121
H 3.397 1.254 4.745
H 2.450 -0.053 5.390
H -1.257 -0.732 4.876
H -1.265 -2.253 6.736
H -0.756 -4.697 6.480
H -0.399 -5.486 4.150
H -0.338 -3.813 2.102
H -2.780 -3.070 1.621
H -4.046 -2.941 -0.373
H -3.102 -1.619 -2.363
H -1.265 0.080 -1.912
C 0.792 -2.182 -3.263
Si 2.083 -1.397 -2.181
C 2.026 -2.298 -0.466
C 3.817 -1.596 -2.856
N 1.614 0.201 -1.781
C 1.562 1.278 -2.658
C 2.339 1.347 -3.852
C 2.241 2.483 -4.667
C 1.236 3.428 -4.425
C 0.437 3.336 -3.338
C 0.639 2.291 -2.426
N -0.140 2.224 -1.255
Si -1.555 3.115 -0.773
C -1.856 2.619 1.029
C -3.023 3.074 -1.939
C -1.195 4.970 -0.836
H 1.028 -3.260 -3.370
H 0.554 -1.665 -4.146
H -0.133 -2.173 -2.643
H 2.185 -3.365 -0.568
H 0.997 -2.141 -0.069
H 2.772 -1.865 0.197
H 4.023 -2.652 -2.871
H 4.517 -1.190 -2.082
H 4.076 -1.111 -3.778
H 3.036 0.487 -4.045
H 2.887 2.534 -5.610
H 1.259 4.293 -5.062
H -0.292 4.088 -3.044
H -2.462 1.677 1.106
H -2.305 3.485 1.597
H -0.932 2.429 1.582
H -3.624 2.161 -1.895
H -2.616 3.219 -2.930
H -3.663 4.009 -1.765
H -0.736 5.322 0.109
H -2.083 5.566 -1.043
H -0.491 5.188 -1.641
*
```



# 2
The molecule C5H10N2. Source: the Open Molecules 2025 dataset; level of theory: wB97M-V/def2-TZVPD.

Output
DFT total energy: -305.9532 Ha
Frontier orbital gap: 9.44 eV
E_HOMO: -8.8 eV

```
! RIJCOSX wB97M-V def2-TZVPD def2/J DEFGRID3
* xyz 0 1
C 0.862 -0.320 2.340
N 0.691 -0.425 1.098
C -0.523 -0.027 0.518
C -1.235 1.034 0.935
C -0.886 -0.695 -0.791
C 0.192 -0.497 -1.906
N 0.823 0.805 -1.946
H 1.798 -0.523 2.850
H 0.043 -0.096 3.024
H -2.218 1.316 0.607
H -0.687 1.509 1.746
H -1.677 -0.080 -1.183
H -1.108 -1.753 -0.659
H -0.429 -0.461 -2.809
H 0.854 -1.340 -2.021
H 1.696 0.881 -1.443
H 0.239 1.567 -1.633
*
```



# 3
C16H44KNO7 as an isolated structure. Source: the Open Molecules 2025 dataset; level of theory: wB97M-V/def2-TZVPD.

Output
DFT total energy: -1817.3310 Ha
Frontier orbital gap: 7.23 eV
E_HOMO: -7.2 eV

```
! RIJCOSX wB97M-V def2-TZVPD def2/J DEFGRID3
* xyz 0 1
K -0.321 -0.310 -0.490
C -1.358 -2.796 3.832
C -1.712 -2.298 2.435
O -0.611 -2.282 1.585
H -0.464 -2.363 4.285
H -1.233 -3.881 3.832
H -2.164 -2.583 4.549
H -2.261 -1.339 2.507
H -2.475 -2.974 2.007
C -3.532 1.955 -0.067
O -2.750 1.175 0.786
C -2.180 1.853 1.884
C -1.122 2.893 1.499
N 0.026 2.230 0.889
C 1.107 3.148 0.520
C 2.146 2.390 -0.286
O 3.204 3.271 -0.608
C 4.411 2.590 -0.855
H -4.304 2.471 0.524
H -4.083 1.332 -0.771
H -2.965 2.704 -0.629
H -1.693 1.113 2.516
H -2.973 2.384 2.423
H -0.912 3.454 2.424
H -1.475 3.627 0.767
H 0.373 1.546 1.563
H 1.620 3.495 1.426
H 0.692 4.015 0.007
H 1.737 1.931 -1.198
H 2.507 1.548 0.320
H 4.305 1.913 -1.709
H 4.803 2.093 0.038
H 5.167 3.328 -1.134
C 1.996 1.262 3.838
C 1.741 -0.164 3.385
O 1.011 -0.113 2.160
H 1.016 1.657 4.112
H 2.469 1.856 3.059
H 2.647 1.277 4.712
H 1.126 -0.704 4.112
H 2.652 -0.763 3.280
H 0.549 -0.983 2.020
C -1.128 0.189 -4.983
C -1.007 1.148 -3.803
O -1.867 0.782 -2.720
H -0.822 -0.817 -4.688
H -0.537 0.462 -5.860
H -2.152 0.099 -5.359
H -1.264 2.154 -4.139
H 0.035 1.093 -3.481
H -2.659 1.314 -2.831
C 3.637 -2.931 -1.089
C 2.394 -2.139 -0.711
O 2.132 -1.017 -1.528
H 4.542 -2.320 -1.019
H 3.624 -3.319 -2.112
H 3.780 -3.783 -0.425
H 2.520 -1.851 0.334
H 1.514 -2.795 -0.718
H 2.200 -1.240 -2.461
C -2.668 -2.933 -2.967
C -2.539 -2.751 -1.474
O -1.238 -3.186 -1.084
H -1.942 -2.290 -3.471
H -3.661 -2.668 -3.333
H -2.420 -3.936 -3.318
H -3.286 -3.344 -0.940
H -2.741 -1.691 -1.272
H -1.161 -3.185 -0.097
*
```



| no. | largest force on an atom (eV Å⁻¹) |
| --- | --- |
| 1 | 3.3 |
| 2 | 2.3 |
| 3 | 1.6 |